Entry 1:
The following is a DFT calculation (ωB97M-V/def2-TZVPD) of C16H32O4 as an isolated structure in a non-equilibrium geometry.

Relative energy (zero: lowest compared OMol25 entry of this formula, charge and spin)   294.0 kcal per mole
E_HOMO   -7.407 eV
Orbital gap   8.005 eV
Molecular weight   288.43 g/mol
Net charge   0

Element x y z (Å)
C 1.536 0.088 -0.574
C 1.538 0.943 0.670
C 0.809 0.001 1.601
O -0.223 -0.607 0.811
C 0.177 -0.550 -0.543
H 2.302 -0.672 -0.419
H 1.674 0.680 -1.479
H 0.897 1.790 0.427
H 2.494 1.232 1.107
H 0.263 0.391 2.459
H 1.502 -0.712 2.047
H -0.631 0.001 -1.025
H 0.306 -1.556 -0.942
C -0.920 3.099 -0.285
C -1.129 1.648 -0.403
C -2.635 1.551 -0.754
O -3.137 2.920 -0.958
C -2.007 3.709 -1.206
H 0.098 3.361 -0.573
H -0.955 3.581 0.692
H -0.924 1.181 0.561
H -0.474 1.218 -1.160
H -3.172 1.286 0.156
H -2.868 0.906 -1.601
H -2.126 4.774 -1.005
H -1.661 3.614 -2.235
C 1.379 -2.055 -2.370
C 2.503 -0.952 -2.371
C 3.635 -1.622 -3.089
O 3.227 -2.992 -3.068
C 1.862 -3.104 -3.312
H 0.423 -1.721 -2.772
H 1.331 -2.490 -1.371
H 2.745 -0.582 -1.375
H 2.167 0.019 -2.735
H 4.632 -1.510 -2.663
H 3.743 -1.357 -4.141
H 1.487 -4.069 -2.972
H 1.660 -3.039 -4.381
C -2.333 -1.400 2.828
C -2.441 -0.286 3.838
C -1.270 0.579 3.439
O -0.296 -0.361 3.163
C -0.835 -1.503 2.602
H -2.782 -1.088 1.885
H -2.727 -2.349 3.193
H -2.307 -0.613 4.869
H -3.411 0.210 3.804
H -0.896 1.167 4.277
H -1.256 1.209 2.550
H -0.467 -2.316 3.228
H -0.506 -1.651 1.574

Results of the natural (NBO) charge analysis, in e, for atoms 1 through 2: C -0.430; C -0.426


Entry 2:
The following is a DFT calculation (ωB97M-V/def2-TZVPD) of C16H33AgN3OSiTa as an isolated structure in a non-equilibrium geometry.

Relative energy (zero: lowest compared OMol25 entry of this formula, charge and spin)   36.2 kcal per mole
E_HOMO   -15.193 eV
Orbital gap   6.054 eV
Molecular weight   600.36 g/mol
Net charge   +2

Element x y z (Å)
N -1.109 1.380 0.840
C -1.554 2.416 1.319
O -1.841 3.549 1.704
Ag -0.940 2.815 -1.465
Ta -0.004 0.045 -0.127
N 1.643 0.956 -0.666
N -0.957 -0.861 -1.542
C 2.497 1.782 0.160
C -2.266 -1.110 -2.010
C 2.237 3.258 -0.113
C 3.952 1.484 -0.192
C 2.238 1.463 1.612
C -2.337 -1.148 -3.537
C -2.682 -2.466 -1.472
C -3.206 -0.037 -1.506
H 2.284 3.526 -1.163
H 2.972 3.865 0.443
H 1.251 3.589 0.225
H 4.169 0.421 -0.101
H 4.623 1.996 0.513
H 4.255 1.824 -1.184
H 1.193 1.642 1.873
H 2.869 2.121 2.223
H 2.506 0.426 1.809
H -1.992 -0.212 -3.979
H -3.383 -1.267 -3.860
H -1.790 -1.985 -3.979
H -2.006 -3.261 -1.776
H -3.687 -2.720 -1.827
H -2.725 -2.452 -0.382
H -3.160 0.094 -0.427
H -4.236 -0.325 -1.767
H -3.009 0.929 -1.967
C 0.159 -1.595 -2.184
H 1.162 -1.467 -1.681
H -0.056 -2.677 -2.202
H 0.258 -1.303 -3.253
C 1.940 0.989 -2.100
H 2.806 0.328 -2.317
H 1.139 0.620 -2.763
H 2.146 2.007 -2.483
C -0.307 -3.927 4.615
Si -0.619 -2.086 4.673
C -2.366 -1.799 5.277
C 0.564 -1.312 5.893
C -0.327 -1.328 2.908
C -0.067 -0.979 1.693
H -0.422 -4.440 5.588
H 0.713 -4.140 4.254
H -0.983 -4.425 3.902
H -2.571 -2.222 6.279
H -2.602 -0.725 5.329
H -3.108 -2.236 4.590
H 1.607 -1.453 5.570
H 0.412 -0.224 5.957
H 0.483 -1.716 6.919

Results of the natural (NBO) charge analysis, in e, for atoms 1 through 2: N -0.896; C 0.881


Entry 3:
The following is a DFT calculation (ωB97M-V/def2-TZVPD) of a 4-piece molecular cluster, C16H33Br2N6O3 overall in a non-equilibrium geometry.

E_HOMO   -10.951 eV
Orbital gap   6.231 eV
Molecular weight   517.29 g/mol
Net charge   +1

Element x y z (Å)
C -4.676 -5.653 -2.845
C -4.039 -4.324 -2.101
Br -3.786 -2.671 -3.200
C -3.693 -4.383 -0.628
Br -4.043 -6.193 0.245
C -3.109 -3.099 0.208
C -1.576 -2.658 -0.157
N -0.916 -1.753 0.874
C -1.860 -1.380 2.000
N -2.060 -0.087 2.465
N -2.632 -2.472 2.747
C -3.118 -3.560 1.813
H -3.943 -6.559 -2.916
H -5.097 -5.302 -3.880
H -5.623 -6.041 -2.229
H -3.844 -2.200 0.012
H -1.571 -2.037 -1.176
H -0.843 -3.580 -0.341
H -0.023 -2.190 1.240
H -2.354 0.021 3.464
H -1.953 0.781 1.895
H -3.411 -2.074 3.317
H -2.374 -4.480 1.956
H -4.250 -3.865 2.034
C 1.139 0.620 0.248
C 1.369 2.104 0.199
O 0.720 2.889 0.889
N 2.332 2.574 -0.645
C 3.189 1.818 -1.525
H 0.343 0.394 0.964
H 0.832 0.256 -0.736
H 2.051 0.111 0.575
H 2.430 3.583 -0.624
H 4.226 2.022 -1.246
H 3.017 2.166 -2.547
H 3.003 0.746 -1.470
C 5.707 -2.659 1.384
C 5.569 -1.344 0.671
O 5.818 -1.221 -0.528
N 5.153 -0.265 1.394
C 4.816 -0.210 2.796
H 6.047 -3.425 0.681
H 6.447 -2.574 2.185
H 4.740 -2.968 1.790
H 5.083 0.586 0.847
H 3.780 0.128 2.883
H 5.474 0.519 3.275
H 4.924 -1.176 3.290
C -1.518 7.204 -2.476
C -1.317 5.731 -2.697
O -1.143 5.255 -3.818
N -1.331 4.913 -1.605
C -1.519 5.279 -0.222
H -1.482 7.727 -3.436
H -2.497 7.383 -2.022
H -0.723 7.598 -1.838
H -1.189 3.935 -1.831
H -0.636 4.959 0.336
H -2.396 4.746 0.154
H -1.663 6.352 -0.090

Results of the natural (NBO) charge analysis, in e, for atoms 1 through 2: C -0.684; C -0.046


Entry 4:
The following is a DFT calculation (ωB97M-V/def2-TZVPD) of C16H33Cl2PPt as an isolated structure in a non-equilibrium geometry.

Relative energy (zero: lowest compared OMol25 entry of this formula, charge and spin)   21.1 kcal per mole
E_HOMO (alpha / beta)   -6.042 / -8.332 eV
Orbital gap (alpha / beta)   5.963 / 5.416 eV
Molecular weight   522.40 g/mol
Spin multiplicity   5
Expectation value of S²   6.074
Net charge   0

Element x y z (Å)
Pt -1.086 0.075 1.026
Cl -0.007 2.148 0.808
Cl -2.122 -1.995 1.027
C -0.019 -0.600 2.621
H -0.879 -0.963 3.217
H 0.493 0.214 3.152
C -2.775 1.254 -1.296
C -2.809 1.046 0.022
H -2.134 0.628 -1.905
C -3.233 2.217 0.976
H -3.389 0.158 0.378
C -4.237 3.180 0.344
H -3.646 1.781 1.895
H -2.326 2.775 1.257
C -3.907 3.511 -1.114
H -5.226 2.708 0.383
H -4.304 4.098 0.943
C -3.684 2.224 -1.948
H -4.727 4.096 -1.547
H -3.000 4.128 -1.135
H -4.671 1.745 -2.053
H -3.351 2.512 -2.952
C 2.650 0.783 2.015
C 2.594 0.254 0.579
C 3.911 -0.478 0.304
P 1.019 -0.656 0.121
C 0.888 -0.557 -1.724
C 2.223 -0.627 -2.473
C -0.105 -1.581 -2.279
C 1.270 -2.468 0.534
C 2.305 -3.299 -0.219
C 1.465 -2.491 2.031
H 2.575 -0.025 2.751
H 1.860 1.515 2.201
H 3.611 1.294 2.165
H 2.534 1.131 -0.085
H 4.113 -1.243 1.066
H 3.981 -0.921 -0.692
H 4.722 0.264 0.377
H 0.467 0.454 -1.861
H 2.721 -1.595 -2.335
H 2.035 -0.523 -3.550
H 2.906 0.178 -2.183
H -1.103 -1.460 -1.844
H -0.179 -1.453 -3.368
H 0.231 -2.608 -2.093
H 0.267 -2.875 0.337
H 3.326 -2.947 -0.030
H 2.242 -4.328 0.164
H 2.123 -3.342 -1.298
H 0.724 -1.595 2.512
H 1.170 -3.465 2.448
H 2.495 -2.276 2.332

Results of the natural (NBO) charge analysis, in e, for atoms 1 through 2: Pt 1.026; Cl -0.425